[1]
The following is a quantum chemistry calculation of a 2-piece molecular cluster, C5H10NO2 overall at a distorted geometry, from OMol25.

Last column: Löwdin spin population.
Geometry (Å):
1 C -2.200 -1.585 0.440  0.00
2 N 0.616 1.082 -1.554  0.73
3 C 0.468 -0.325 -1.849  0.09
4 C 0.508 1.841 0.769  0.01
5 C 1.168 1.302 -0.304  0.09
6 C 1.332 0.359 1.322  0.00
7 O 0.517 -0.521 1.553  0.00
8 O 2.392 0.669 1.806  0.01
9 H -2.285 -0.680 -0.127  0.00
10 H -3.155 -1.860 0.871  0.00
11 H -1.478 -1.438 1.230  0.00
12 H 1.431 -0.838 -1.833  0.03
13 H 0.077 -0.452 -2.857  0.00
14 H -0.110 -0.912 -1.127  0.02
15 H 0.939 2.558 1.443  0.00
16 H -1.890 -2.462 -0.132  0.00
17 H -0.569 1.777 0.775  0.00
18 H 2.239 1.486 -0.424  0.02

Results
spin multiplicity: 2
expectation value of S²: 0.755
gap between HOMO and LUMO (spin up / spin down): 9.520 / 8.396 eV
HOMO (spin up / spin down): -10.163 / -10.038 eV
energy relative to the best compared isomer or geometry (same formula, charge and spin): 2.8268 eV

***

[2]
The following is a quantum chemistry calculation of C50H39BCl4F4N4PPd as an isolated structure at a distorted geometry, from OMol25.

Last column: Löwdin spin population.
Geometry (Å):
1 Pd -0.137 1.513 0.722  0.04
2 Cl 3.830 -5.866 4.853  0.01
3 C 3.127 -4.341 4.482  0.03
4 C 1.753 -4.195 4.314  -0.01
5 C 1.188 -2.986 3.956  0.03
6 C 1.967 -1.914 3.512  0.02
7 C 3.313 -2.024 3.722  0.04
8 C 3.922 -3.255 4.140  -0.01
9 C 1.458 -0.706 2.836  0.25
10 C 2.224 -0.016 1.921  0.11
11 C 3.556 -0.244 1.433  0.15
12 C 3.855 0.677 0.454  0.10
13 C 2.775 1.645 0.587  0.22
14 C 2.785 2.975 -0.097  0.38
15 C 3.842 3.895 0.113  0.03
16 C 3.696 5.269 -0.130  0.11
17 C 4.773 6.139 -0.005  -0.02
18 C 6.080 5.650 0.086  0.13
19 Cl 7.323 6.685 -0.359  0.05
20 C 6.194 4.298 0.439  -0.01
21 C 5.125 3.444 0.597  0.11
22 C 1.602 3.300 -0.900  0.18
23 N 0.381 2.679 -0.773  0.08
24 C -0.450 3.200 -1.786  0.14
25 C -1.799 2.808 -2.001  0.14
26 C -2.432 3.239 -3.295  0.01
27 C -1.727 3.371 -4.531  0.02
28 C -2.437 3.553 -5.710  0.00
29 C -3.807 3.833 -5.775  0.01
30 Cl -4.649 4.158 -7.275  0.00
31 C -4.459 3.770 -4.534  0.00
32 C -3.807 3.516 -3.319  0.02
33 C -2.459 1.922 -1.073  0.16
34 C -3.573 1.097 -1.323  0.08
35 C -4.002 0.583 -0.118  0.06
36 C -3.104 0.977 0.870  0.15
37 N -2.084 1.811 0.268  0.08
38 C -3.132 0.686 2.310  0.12
39 C -1.910 0.582 3.038  0.19
40 C -1.661 0.379 4.403  0.08
41 C -0.345 -0.008 4.558  0.14
42 C 0.212 -0.111 3.250  0.20
43 N -0.678 0.376 2.328  0.04
44 C -4.436 0.482 2.951  0.01
45 C -4.519 -0.457 3.917  0.02
46 C -5.729 -0.732 4.532  0.00
47 C -6.863 -0.052 4.051  0.01
48 Cl -8.400 -0.304 4.766  0.00
49 C -6.794 0.955 3.010  0.00
50 C -5.546 1.167 2.491  0.01
51 C 0.257 4.294 -2.458  0.07
52 C 1.541 4.248 -2.021  0.09
53 N 1.727 1.150 1.247  0.07
54 H 1.150 -5.064 4.600  0.00
55 H 0.081 -2.830 3.890  0.00
56 H 4.001 -1.158 3.619  0.00
57 H 5.019 -3.324 4.240  0.00
58 H 4.107 -1.185 1.644  0.01
59 H 4.754 0.792 -0.144  0.00
60 H 2.717 5.621 -0.387  0.01
61 H 4.555 7.183 -0.111  0.00
62 H 7.242 3.929 0.564  0.00
63 H 5.252 2.440 1.006  0.01
64 H -0.581 3.388 -4.531  0.00
65 H -1.904 3.486 -6.687  0.00
66 H -5.459 4.178 -4.489  0.00
67 H -4.379 3.369 -2.430  0.00
68 H -3.918 0.792 -2.310  0.00
69 H -4.915 0.034 0.053  0.00
70 H -2.380 0.712 5.135  0.00
71 H 0.116 -0.419 5.480  0.00
72 H -3.571 -1.046 4.156  0.00
73 H -5.810 -1.422 5.397  0.00
74 H -7.630 1.556 2.698  0.00
75 H -5.477 1.961 1.737  0.00
76 H -0.097 4.957 -3.264  0.00
77 H 2.430 4.737 -2.414  0.00
78 F 1.396 -2.444 -1.983  0.00
79 B 3.344 -2.994 -1.357  0.00
80 F 2.957 -3.077 -0.060  0.00
81 F 3.605 -4.099 -2.086  0.00
82 F 3.934 -1.891 -1.835  0.00
83 C -2.457 -3.799 -1.542  0.00
84 C -1.234 -2.935 -1.611  0.00
85 P 0.337 -3.707 -2.203  0.00
86 C 0.437 -3.842 -4.014  0.00
87 C 1.788 -3.471 -4.695  0.00
88 C 0.866 -5.277 -1.487  0.00
89 C 1.235 -5.425 -0.003  0.00
90 H -3.130 -3.299 -0.812  0.00
91 H -2.301 -4.798 -1.120  0.00
92 H -2.929 -3.916 -2.513  0.00
93 H -1.019 -2.614 -0.589  0.00
94 H -1.450 -2.044 -2.264  0.00
95 H -0.393 -3.240 -4.450  0.00
96 H 0.209 -4.864 -4.243  0.00
97 H 1.900 -2.366 -4.503  0.00
98 H 1.737 -3.701 -5.774  0.00
99 H 2.614 -4.091 -4.361  0.00
100 H 1.683 -5.617 -2.097  0.00
101 H 0.060 -5.976 -1.694  0.00
102 H 0.801 -6.377 0.424  0.00
103 H 0.839 -4.604 0.617  0.00
104 H 2.296 -5.334 0.129  0.00

Results
spin multiplicity: 5
expectation value of S²: 6.060
gap between HOMO and LUMO (spin up / spin down): 3.869 / 4.434 eV
HOMO (spin up / spin down): -7.262 / -9.707 eV
charge: +1

***

[3]
The following is a quantum chemistry calculation of C5H14BaO5 as an isolated structure at a distorted geometry, from OMol25.

Last column: Mulliken charge in e.
Geometry (Å):
1 Ba 1.179 1.581 -1.859  1.86
2 C 3.587 -0.709 0.494  -0.60
3 O 2.533 0.246 0.270  -0.45
4 H 4.140 -0.488 1.407  0.32
5 H 3.100 -1.684 0.477  0.16
6 H 4.311 -0.636 -0.317  0.29
7 H 2.847 1.032 0.724  0.33
8 C -0.911 2.544 1.105  -0.59
9 O 0.286 2.939 0.417  -0.49
10 H -1.146 1.486 0.986  0.18
11 H -0.872 2.808 2.162  0.32
12 H -1.748 3.154 0.766  0.32
13 H 0.332 3.898 0.429  0.30
14 C -3.448 0.058 -0.605  -0.49
15 O -2.719 -1.200 -0.552  -0.28
16 C -1.358 -1.228 -0.747  0.48
17 O -0.750 -0.260 -1.158  -0.38
18 O -0.924 -2.557 -0.589  -0.25
19 C 0.417 -2.946 -0.462  -0.61
20 H -3.818 0.366 -1.583  0.33
21 H -2.990 0.978 -0.241  0.08
22 H -4.383 -0.103 -0.067  0.32
23 H 0.778 -2.557 0.490  0.24
24 H 1.060 -2.711 -1.310  0.27
25 H 0.499 -4.009 -0.238  0.35

Results
gap between HOMO and LUMO: 9.651 eV
HOMO: -17.274 eV
charge: +2
energy relative to the best compared isomer or geometry (same formula, charge and spin): 1.5327 eV

***

[4]
The following is a quantum chemistry calculation of a 2-piece molecular cluster, C4H13NO2 overall at a distorted geometry, from OMol25.

Last column: Mulliken charge in e.
Geometry (Å):
1 C 0.103 -0.097 -2.867  -1.02
2 C -0.344 0.571 -1.343  0.19
3 C -0.482 -0.736 -0.322  -1.12
4 N 0.720 1.520 -0.902  -0.29
5 C 0.976 2.040 0.425  -0.22
6 O 0.197 3.298 0.581  -0.54
7 H 0.896 0.709 -3.222  0.27
8 H -0.687 -0.098 -3.591  0.32
9 H 0.531 -1.130 -2.909  0.27
10 H -1.355 1.068 -1.673  0.20
11 H -1.121 -1.364 -1.076  0.34
12 H -0.823 -0.437 0.708  0.35
13 H 0.505 -1.246 -0.297  0.31
14 H 0.934 2.413 -1.648  0.25
15 H 2.151 2.111 0.645  0.28
16 H 0.442 1.359 1.201  0.13
17 H 0.608 3.967 1.101  0.29
18 H -0.461 -5.210 5.142  0.33
19 H -1.409 -3.891 4.933  0.32
20 O -1.382 -4.844 5.114  -0.65

Results
SMILES: CC(C)NCO.O
gap between HOMO and LUMO: 9.459 eV
HOMO: -8.683 eV
energy relative to the best compared isomer or geometry (same formula, charge and spin): 3.2981 eV

***

Going through the records in order, we get calculated total energy values of -401.59153, -4881.86907, -600.04704, -365.32128 Ha.